Molecular formula: C10H29BMnO5
Method: DFT, ωB97M-V/def2-TZVPD

Positions of all 46 atoms, in Å:
Mn  0.530  0.433  -1.349
C  -1.103  0.837  -6.408
C  0.185  0.972  -5.578
O  0.422  -0.015  -4.635
H  -1.129  -0.103  -6.958
H  -1.345  1.637  -7.108
H  -1.951  0.759  -5.728
H  0.216  1.957  -5.111
H  1.020  1.165  -6.252
C  3.395  -4.035  0.714
C  2.134  -3.195  0.709
O  1.980  -2.684  -0.576
H  3.327  -4.882  0.031
H  3.720  -4.453  1.667
H  4.260  -3.497  0.328
H  2.193  -2.458  1.511
H  1.308  -3.855  0.972
C  -4.788  -0.405  -0.124
C  -4.082  0.583  -1.074
O  -2.654  0.809  -0.956
H  -5.804  -0.585  -0.474
H  -4.796  -0.041  0.903
H  -4.328  -1.393  -0.146
H  -4.604  1.525  -0.909
H  -4.330  0.277  -2.090
B  2.645  2.728  -1.771
H  1.658  2.922  -1.380
H  2.805  1.661  -1.778
H  2.782  3.088  -2.779
H  3.315  3.275  -1.126
C  2.116  1.191  2.542
O  0.757  1.121  1.989
C  -0.246  1.663  2.908
C  -0.952  0.562  3.694
O  0.010  -0.066  4.675
C  -0.452  -1.353  5.037
H  2.219  0.800  3.554
H  2.426  2.235  2.584
H  2.868  0.696  1.928
H  -0.926  2.192  2.240
H  0.140  2.445  3.562
H  -1.384  -0.175  3.017
H  -1.816  0.940  4.242
H  -1.460  -1.394  5.450
H  0.139  -1.810  5.831
H  -0.421  -2.074  4.220

Its net charge is -2. The spin multiplicity is 6. The value obtained for the HOMO-LUMO gap (alpha / beta) is 0.1871 / 0.1971 Eh. The calculation puts the LUMO energy (alpha / beta) at 3.78 / 4.00 eV. The value obtained for the HOMO energy (alpha / beta) is -1.312 / -1.363 eV. The calculation puts the largest force on an atom at 5.1 eV/A.

Charges per atom according to Mulliken partitioning, unit e: 1.32, -0.94, -0.30, -0.78, 0.25, 0.33, 0.21, 0.19, 0.22, -1.19, 0.04, -0.82, 0.27, 0.37, 0.29, 0.04, 0.16, -0.92, -0.44, -0.78, 0.35, 0.20, 0.26, 0.21, 0.21, 0.47, -0.36, -0.38, -0.24, -0.23, -0.81, -0.17, -0.72, -0.42, -0.33, -0.79, 0.27, 0.33, 0.28, 0.40, 0.33, 0.37, 0.34, 0.31, 0.28, 0.32


Molecular formula: C10H29BrNO4
Method: DFT, ωB97M-V/def2-TZVPD

Positions of all 45 atoms, in Å:
Br  -0.039  -0.147  0.641
C  2.911  -1.151  -1.662
C  3.241  -0.192  -0.513
O  2.459  -0.582  0.580
H  3.327  -0.777  -2.598
H  1.852  -1.402  -1.710
H  3.229  -2.174  -1.462
H  3.115  0.880  -0.665
H  4.300  -0.420  -0.388
H  1.518  -0.488  0.414
C  1.032  2.251  -2.812
C  1.707  1.326  -1.902
O  1.286  1.672  -0.610
H  -0.019  2.540  -2.776
H  1.204  1.940  -3.842
H  1.522  3.209  -2.637
H  2.791  1.343  -2.020
H  1.278  0.348  -2.117
H  0.693  0.956  -0.368
C  -0.326  3.959  -0.744
C  -0.813  3.129  0.490
O  -1.217  1.935  -0.144
H  0.445  3.236  -1.012
H  0.104  4.951  -0.607
H  -1.025  4.074  -1.573
H  -1.783  3.503  0.814
H  -0.045  3.069  1.262
H  -0.490  1.311  -0.098
C  -0.691  -3.589  2.874
C  -1.004  -2.247  2.190
C  -2.110  -2.419  1.114
O  -2.682  -1.221  0.713
C  -3.582  -1.313  -0.435
N  -1.367  -1.308  3.318
H  0.146  -3.610  3.572
H  -0.542  -4.394  2.153
H  -1.538  -3.825  3.517
H  -0.123  -1.776  1.755
H  -2.945  -3.017  1.478
H  -1.709  -2.966  0.260
H  -4.520  -1.815  -0.196
H  -3.114  -1.581  -1.382
H  -3.814  -0.303  -0.775
H  -0.626  -1.143  3.984
H  -2.034  -1.769  3.920

Its net charge is -1. The spin multiplicity is 1. The value obtained for the HOMO-LUMO gap is 0.2785 Eh. The calculation puts the LUMO energy at 3.29 eV. The value obtained for the HOMO energy is -4.290 eV. The calculation puts the largest force on an atom at 5.5 eV/A.

Charges per atom according to Mulliken partitioning, unit e: -0.15, -1.15, -0.12, -0.60, 0.31, 0.32, 0.38, 0.26, 0.38, 0.42, -2.11, 0.50, -0.69, 0.29, 0.41, 0.43, 0.53, 0.15, 0.43, -0.70, -0.31, -0.59, -0.02, 0.36, 0.32, 0.35, 0.21, -0.55, -1.67, 1.03, -0.78, -0.15, -0.88, -0.60, 0.40, 0.34, 0.38, -0.28, 0.45, 0.28, 0.30, 0.35, 0.26, 0.24, 0.27


Molecular formula: C10H29HgO9S
Method: DFT, ωB97M-V/def2-TZVPD

Positions of all 50 atoms, in Å:
Hg  0.585  0.024  -0.263
C  -3.233  -1.134  1.897
C  -1.950  -0.351  2.053
O  -1.349  0.023  0.861
H  -3.011  -2.015  1.295
H  -4.113  -0.538  1.648
H  -3.558  -1.423  2.903
H  -1.326  -1.061  2.606
H  -2.251  0.491  2.690
S  3.197  -1.523  -1.972
O  3.075  -1.112  -3.350
O  2.517  -2.821  -1.757
O  4.565  -1.674  -1.529
O  2.487  -0.497  -1.180
C  -0.873  -1.503  -4.077
C  -0.855  -2.136  -2.687
O  0.090  -1.623  -1.785
H  -0.252  -1.953  -4.848
H  -0.856  -0.412  -4.042
H  -1.887  -1.635  -4.469
H  -0.589  -3.189  -2.811
H  -1.851  -2.118  -2.245
H  0.959  -2.005  -2.019
C  1.221  -2.299  3.582
C  1.952  -1.218  2.804
O  1.997  -1.463  1.415
H  1.748  -3.252  3.502
H  0.214  -2.468  3.202
H  1.150  -1.975  4.622
H  2.927  -1.026  3.256
H  1.291  -0.362  2.960
H  2.716  -2.100  1.332
C  -2.703  2.236  -1.776
C  -1.264  2.694  -1.916
O  -0.414  1.521  -1.947
H  -2.764  1.850  -0.756
H  -2.958  1.449  -2.483
H  -3.423  3.053  -1.834
H  -0.943  3.356  -1.113
H  -1.219  3.218  -2.873
H  -0.002  1.446  -2.813
C  0.522  3.220  2.027
C  1.732  2.434  1.598
O  1.637  2.103  0.234
H  0.792  3.823  2.895
H  -0.289  2.504  2.181
H  0.148  3.871  1.236
H  1.940  1.567  2.222
H  2.569  3.116  1.783
H  1.900  2.886  -0.257

Its net charge is -1. The spin multiplicity is 1. The value obtained for the HOMO-LUMO gap is 0.2439 Eh. The calculation puts the LUMO energy at 2.50 eV. The value obtained for the HOMO energy is -4.133 eV. The calculation puts the largest force on an atom at 3.3 eV/A.

Charges per atom according to Mulliken partitioning, unit e: 2.63, -1.40, 0.00, -0.82, 0.31, 0.34, 0.40, -0.18, 0.22, 1.05, -0.76, -0.88, -0.75, -0.87, -0.97, -0.40, -0.30, 0.31, 0.10, 0.42, 0.27, 0.39, 0.12, -1.23, -0.07, -0.30, 0.40, 0.22, 0.36, 0.39, 0.03, 0.22, -0.90, -0.12, -0.51, 0.07, 0.24, 0.39, 0.09, 0.33, 0.18, -0.69, -0.13, -0.42, 0.40, 0.02, 0.19, 0.00, 0.41, 0.22